# 1
72
Properties=species:S:1:pos:R:3:forces:R:3:nbo_charge:R:1 method="wB97M-V/def2-TZVPD" total_charge=+1 smiles="CCCCCCCCCCOC(=O)Cn1c(COc2cccc(C)c2)[n+](C)c2ccccc21" lumo_energy_ev=-2.86 gap_ev=8.50 molar_mass_g_mol=451.6 e_tot_ev=-38787.15355 relative_energy_kcal_mol=7.02 homo_energy_ev=-11.3628
C 8.758 0.833 -1.481 -0.158 0.176 -0.063 -0.61
C 7.766 1.966 -1.245 0.090 -0.040 0.215 -0.39
C 6.929 1.785 0.023 -0.151 -0.050 -0.358 -0.40
C 5.923 0.641 -0.085 0.107 0.043 0.327 -0.40
C 5.126 0.413 1.201 -0.052 0.126 -0.098 -0.39
C 4.246 1.586 1.639 -0.001 -0.053 -0.125 -0.40
C 3.228 2.058 0.600 0.062 -0.168 0.021 -0.40
C 2.265 0.977 0.107 -0.024 0.227 0.259 -0.41
C 1.383 0.411 1.219 -0.168 -0.118 -0.543 -0.41
C 0.364 -0.586 0.680 0.431 -0.266 0.733 -0.08
O -0.550 0.062 -0.225 0.053 0.277 -0.445 -0.49
C -1.763 0.319 0.188 -0.471 0.351 -0.188 0.81
O -2.247 0.053 1.258 0.087 0.013 0.175 -0.62
C -2.568 1.035 -0.915 0.908 -0.315 0.008 -0.31
N -3.968 1.007 -0.591 -0.494 -0.389 0.131 -0.30
C -4.669 -0.062 -0.193 0.002 -0.096 -0.142 0.57
C -4.180 -1.470 -0.132 -0.020 -0.570 0.377 -0.14
O -3.136 -1.634 -1.048 -0.019 0.083 -0.123 -0.53
C -2.224 -2.664 -0.858 0.221 -0.117 -0.101 0.37
C -1.130 -2.644 -1.717 -0.219 0.070 0.014 -0.29
C -0.155 -3.614 -1.596 -0.090 0.091 -0.030 -0.18
C -0.261 -4.596 -0.626 -0.071 -0.050 0.110 -0.22
C -1.356 -4.629 0.226 0.162 0.070 -0.096 0.03
C -1.498 -5.710 1.251 -0.054 -0.082 -0.019 -0.63
C -2.342 -3.654 0.101 -0.210 0.212 -0.018 -0.33
N -5.909 0.299 0.153 0.763 0.036 -0.277 -0.33
C -6.935 -0.582 0.648 -0.414 -0.564 0.185 -0.42
C -6.030 1.664 -0.021 0.517 0.795 -0.253 0.18
C -7.088 2.542 0.182 0.035 -0.074 0.003 -0.24
C -6.861 3.873 -0.102 -0.052 -0.101 0.031 -0.18
C -5.626 4.323 -0.574 0.111 -0.048 -0.020 -0.18
C -4.570 3.459 -0.780 0.016 -0.062 0.010 -0.21
C -4.786 2.117 -0.495 -0.871 0.271 0.234 0.10
H 9.407 0.709 -0.617 0.104 -0.057 0.081 0.20
H 9.379 1.052 -2.347 0.094 -0.066 -0.065 0.21
H 8.246 -0.109 -1.665 0.016 -0.139 -0.020 0.20
H 8.321 2.903 -1.162 -0.046 0.037 -0.082 0.20
H 7.101 2.053 -2.107 -0.019 0.096 -0.033 0.19
H 7.594 1.602 0.869 0.022 0.046 0.112 0.20
H 6.395 2.717 0.216 0.004 0.049 0.110 0.20
H 5.243 0.836 -0.917 -0.023 -0.032 -0.128 0.19
H 6.458 -0.283 -0.310 -0.037 -0.035 -0.105 0.21
H 5.828 0.200 2.011 -0.012 -0.107 0.024 0.21
H 4.505 -0.477 1.073 0.000 -0.098 0.066 0.19
H 4.884 2.434 1.893 -0.022 0.028 0.112 0.21
H 3.724 1.299 2.555 0.026 0.065 0.091 0.20
H 3.759 2.462 -0.263 -0.001 0.113 -0.039 0.21
H 2.649 2.876 1.036 -0.009 0.076 -0.068 0.20
H 2.827 0.163 -0.352 0.014 -0.092 -0.115 0.20
H 1.623 1.408 -0.665 0.033 -0.050 -0.067 0.20
H 1.994 -0.110 1.956 -0.019 -0.033 0.114 0.22
H 0.858 1.223 1.728 -0.007 0.001 0.123 0.21
H 0.851 -1.365 0.089 -0.102 0.065 0.036 0.20
H -0.210 -1.041 1.492 0.065 0.008 -0.198 0.21
H -2.369 0.543 -1.870 -0.045 0.170 0.143 0.26
H -2.239 2.074 -0.972 -0.077 -0.100 0.007 0.25
H -3.838 -1.660 0.900 -0.134 0.073 -0.193 0.25
H -5.009 -2.158 -0.358 0.090 0.143 0.054 0.21
H -1.062 -1.871 -2.465 0.020 0.110 -0.102 0.22
H 0.694 -3.601 -2.262 0.082 0.009 -0.076 0.23
H 0.507 -5.348 -0.535 0.090 -0.093 0.024 0.22
H -0.525 -6.090 1.550 0.035 -0.047 0.064 0.23
H -2.068 -6.540 0.834 -0.027 -0.084 0.041 0.23
H -2.024 -5.351 2.132 -0.012 -0.018 0.085 0.22
H -3.196 -3.701 0.761 -0.099 0.019 0.078 0.21
H -7.812 0.005 0.904 0.075 -0.029 -0.010 0.24
H -7.213 -1.314 -0.113 -0.008 0.078 0.030 0.23
H -6.589 -1.106 1.539 -0.041 0.065 -0.019 0.23
H -8.047 2.209 0.542 -0.112 -0.037 0.045 0.23
H -7.657 4.586 0.042 -0.088 0.052 0.018 0.24
H -5.497 5.373 -0.783 0.031 0.095 -0.026 0.24
H -3.625 3.821 -1.150 0.109 0.038 -0.044 0.23

***

# 2
73
Properties=species:S:1:pos:R:3:forces:R:3:nbo_charge:R:1 method="wB97M-V/def2-TZVPD" total_charge=+1 smiles="CCCCCCCCCCOC(=O)Cn1c(COc2cccc(OC)c2)[n+](C)c2ccccc21" lumo_energy_ev=-2.95 gap_ev=8.18 molar_mass_g_mol=467.6 e_tot_ev=-40834.33185 relative_energy_kcal_mol=0.38 homo_energy_ev=-11.1308
C -1.283 3.423 -3.874 0.135 -0.091 -0.231 -0.60
C -0.546 2.280 -4.563 -0.170 -0.025 0.347 -0.39
C -0.522 1.019 -3.703 0.263 0.039 -0.434 -0.40
C 0.266 -0.108 -4.366 -0.289 -0.158 0.247 -0.39
C 0.272 -1.401 -3.550 0.293 0.264 -0.038 -0.39
C 1.133 -1.325 -2.291 -0.315 -0.365 -0.125 -0.39
C 1.062 -2.621 -1.487 0.225 0.351 0.177 -0.39
C 1.922 -2.552 -0.227 -0.138 -0.330 -0.125 -0.39
C 1.948 -3.858 0.567 -0.324 0.341 0.206 -0.42
C 0.606 -4.241 1.184 0.286 -0.488 -0.612 -0.08
O 0.258 -3.369 2.276 0.202 0.039 0.418 -0.49
C -0.583 -2.387 2.057 -0.252 0.498 0.426 0.80
O -1.120 -2.090 1.026 0.074 -0.010 -0.180 -0.59
C -0.859 -1.635 3.381 0.468 -0.795 -0.190 -0.33
N -1.514 -0.387 3.103 0.004 0.639 -0.107 -0.30
C -0.990 0.841 3.178 0.089 -0.009 0.046 0.47
C 0.350 1.167 3.773 0.189 0.220 0.223 -0.13
O 1.362 0.263 3.432 0.074 -0.059 -0.169 -0.50
C 2.041 0.461 2.239 0.236 0.007 -0.234 0.30
C 3.289 -0.146 2.143 -0.117 -0.052 0.161 -0.29
C 4.028 0.022 0.990 -0.159 0.017 0.206 -0.15
C 3.555 0.790 -0.062 -0.125 0.215 -0.340 -0.34
C 2.303 1.386 0.032 0.114 -0.077 0.099 0.43
O 1.730 2.164 -0.916 -0.150 -0.135 0.355 -0.51
C 2.471 2.460 -2.084 0.133 0.058 -0.226 -0.26
C 1.540 1.204 1.190 -0.164 0.048 0.089 -0.39
N -1.873 1.748 2.740 0.365 -0.747 0.167 -0.29
C -1.679 3.176 2.698 0.248 0.692 0.036 -0.42
C -3.018 1.082 2.346 -0.369 -0.939 -0.025 0.10
C -4.225 1.529 1.821 0.020 0.023 0.005 -0.21
C -5.177 0.572 1.540 0.073 0.158 0.002 -0.18
C -4.946 -0.787 1.773 0.123 -0.116 0.097 -0.18
C -3.752 -1.242 2.293 0.017 0.076 0.001 -0.20
C -2.785 -0.285 2.572 -0.667 0.723 -0.241 0.19
H -1.276 4.314 -4.497 -0.058 0.141 0.016 0.21
H -0.812 3.664 -2.923 0.023 0.064 0.134 0.19
H -2.318 3.147 -3.683 -0.125 0.016 0.056 0.20
H 0.479 2.588 -4.784 0.046 -0.022 -0.089 0.19
H -1.032 2.059 -5.516 0.075 -0.014 -0.080 0.20
H -1.547 0.684 -3.530 -0.069 -0.018 0.087 0.19
H -0.086 1.259 -2.732 -0.029 0.020 0.143 0.19
H -0.177 -0.313 -5.343 0.056 0.052 -0.082 0.21
H 1.295 0.217 -4.539 0.078 0.026 -0.084 0.19
H -0.754 -1.649 -3.268 -0.073 -0.085 -0.015 0.19
H 0.646 -2.213 -4.178 -0.056 -0.093 0.013 0.20
H 0.794 -0.503 -1.658 0.047 0.123 0.068 0.19
H 2.171 -1.128 -2.572 0.090 0.095 0.005 0.19
H 0.020 -2.796 -1.218 -0.058 -0.094 -0.024 0.20
H 1.397 -3.454 -2.110 -0.024 -0.097 -0.056 0.20
H 1.567 -1.738 0.410 0.057 0.114 0.019 0.19
H 2.948 -2.309 -0.511 0.021 0.080 0.027 0.21
H 2.684 -3.779 1.369 0.058 -0.133 0.023 0.21
H 2.249 -4.676 -0.090 0.034 -0.096 0.021 0.22
H 0.664 -5.235 1.631 -0.076 0.140 -0.043 0.21
H -0.193 -4.214 0.440 0.042 -0.047 0.143 0.21
H 0.084 -1.473 3.904 -0.240 -0.034 -0.035 0.28
H -1.512 -2.263 3.995 0.061 0.107 -0.007 0.25
H 0.263 1.104 4.868 -0.058 0.094 -0.214 0.24
H 0.633 2.192 3.509 -0.104 -0.111 0.047 0.22
H 3.656 -0.726 2.972 0.079 -0.077 0.130 0.23
H 4.998 -0.441 0.910 0.103 -0.047 -0.005 0.23
H 4.163 0.913 -0.942 0.041 0.033 -0.122 0.23
H 3.410 2.964 -1.839 -0.029 -0.028 0.002 0.19
H 2.675 1.557 -2.664 -0.001 -0.006 0.008 0.19
H 1.842 3.130 -2.667 0.054 -0.044 -0.011 0.21
H 0.562 1.659 1.213 -0.131 0.083 -0.002 0.21
H -0.831 3.434 2.060 -0.069 -0.040 0.010 0.23
H -2.572 3.638 2.287 0.053 -0.049 0.035 0.24
H -1.508 3.572 3.700 -0.062 -0.012 -0.065 0.23
H -4.420 2.573 1.637 -0.026 0.117 -0.020 0.23
H -6.126 0.878 1.130 -0.081 0.046 -0.039 0.24
H -5.723 -1.497 1.538 -0.061 -0.084 -0.017 0.24
H -3.577 -2.291 2.459 0.023 -0.137 -0.008 0.24

***

# 3
86
Properties=species:S:1:pos:R:3:forces:R:3:lowdin_charge:R:1 method="wB97M-V/def2-TZVPD" total_charge=+1 lumo_energy_ev=-6.52 gap_ev=5.64 molar_mass_g_mol=907.0 e_tot_ev=-96881.13254 homo_energy_ev=-12.1619
C 2.308 -5.733 2.595 -0.170 -0.025 -0.666 -0.09
C 1.519 -4.727 1.764 0.160 0.091 0.306 -0.27
C 0.080 -4.566 2.230 -0.163 0.088 -0.240 -0.21
C -0.889 -5.648 1.749 0.632 0.023 0.454 -0.20
C -1.003 -5.809 0.244 -0.720 -0.293 -0.039 -0.20
C -1.725 -4.648 -0.443 0.542 0.213 0.258 -0.19
C -0.800 -3.600 -1.066 -1.022 0.141 0.144 -0.20
C -1.649 -2.562 -1.819 0.474 -0.417 -0.153 -0.17
C -1.090 -1.145 -1.933 -0.175 -0.464 -0.115 -0.08
C -0.876 -0.349 -0.649 -0.053 1.043 0.086 -0.28
C -1.628 -0.872 0.590 0.479 0.021 0.074 -0.15
C -3.103 -0.485 0.684 -0.248 -0.668 -0.172 -0.68
C -4.022 -0.719 -0.498 -0.451 0.276 0.300 -0.11
Cl -3.766 -1.456 2.063 -0.005 0.148 0.198 0.63
O -1.434 0.981 -0.828 -0.522 0.222 -0.195 0.03
B -0.738 1.949 -0.053 0.947 -1.514 -1.297 -1.00
C -0.666 3.211 -1.087 0.269 -0.137 0.451 0.00
O 0.030 4.435 -0.612 -1.967 0.887 -0.898 -0.24
C -0.858 5.578 -0.558 -1.249 1.519 -0.019 -0.28
C -1.320 6.204 -1.714 0.586 -0.669 0.227 0.02
C -2.212 7.276 -1.647 0.496 -0.727 -0.307 -0.04
C -2.653 7.744 -0.435 0.008 0.020 1.133 -0.05
C -2.180 7.178 0.756 0.386 -0.163 -1.246 -0.03
C -1.284 6.105 0.701 -0.367 -0.108 0.308 -0.13
P -1.520 2.601 1.668 -0.617 -0.119 0.001 0.68
S -0.015 3.268 2.815 0.911 1.208 -0.663 0.36
O 0.456 1.257 0.441 0.018 0.811 0.175 -0.01
C 0.618 0.037 -0.301 -0.744 -0.213 1.115 -0.24
C 1.368 -0.958 0.603 0.357 -0.468 -0.053 -0.09
O 2.512 -1.542 0.017 -0.119 0.301 -0.153 -0.16
C 2.285 -2.388 -1.090 0.242 -0.317 0.029 -0.06
C 1.462 0.585 -1.426 0.596 -0.442 0.339 -0.20
O 1.107 0.716 -2.548 -0.382 0.360 -1.106 0.20
C 2.938 1.037 -1.127 -0.123 -0.062 0.085 -0.33
F 3.668 0.270 -1.960 0.219 -0.081 -0.116 0.16
F 3.365 0.810 0.123 -0.052 0.135 0.229 0.14
C 3.311 2.524 -1.438 0.323 0.018 0.216 -0.32
F 2.409 3.106 -2.235 -0.329 0.052 0.000 0.17
F 4.495 2.525 -2.089 0.113 0.000 -0.200 0.16
C 3.592 3.467 -0.214 -0.242 0.198 -0.230 -0.33
F 3.388 4.722 -0.666 -0.154 0.168 -0.055 0.12
F 2.704 3.312 0.808 0.431 -0.687 -0.009 0.04
C 5.054 3.414 0.290 -0.570 -0.803 0.423 -0.44
O 5.749 4.336 0.114 1.040 1.380 -0.390 0.24
O 5.401 2.302 0.960 -0.375 -0.432 -0.269 0.14
H 1.840 -6.711 2.541 -0.127 -0.174 0.232 0.07
H 2.393 -5.410 3.624 0.044 -0.044 0.242 0.07
H 3.293 -5.854 2.158 0.325 0.016 0.145 0.07
H 1.571 -5.023 0.720 -0.081 0.009 -0.211 0.09
H 2.017 -3.761 1.837 0.120 0.158 -0.068 0.10
H -0.311 -3.594 1.925 -0.030 0.180 -0.076 0.08
H 0.089 -4.545 3.318 -0.121 0.006 0.221 0.11
H -1.865 -5.436 2.178 -0.270 0.004 -0.037 0.11
H -0.575 -6.590 2.194 0.034 -0.240 -0.020 0.11
H -0.042 -6.019 -0.214 0.244 0.066 -0.108 0.10
H -1.596 -6.707 0.085 -0.038 -0.191 -0.093 0.11
H -2.303 -4.137 0.328 -0.333 0.089 0.022 0.10
H -2.438 -4.998 -1.184 -0.056 -0.139 -0.212 0.12
H -0.302 -3.100 -0.243 0.602 -0.137 -0.048 0.06
H -0.093 -4.090 -1.725 0.364 0.093 -0.034 0.12
H -1.753 -2.921 -2.840 -0.197 -0.041 -0.201 0.12
H -2.643 -2.598 -1.394 -0.149 0.258 0.070 0.08
H -1.767 -0.568 -2.552 -0.129 0.208 -0.082 0.13
H -0.180 -1.201 -2.515 0.227 0.078 -0.020 0.10
H -1.536 -1.943 0.725 -0.059 -0.166 -0.140 0.08
H -1.133 -0.441 1.460 0.005 0.017 0.253 0.12
H -3.249 0.535 1.001 0.201 0.283 0.023 0.04
H -4.970 -0.238 -0.272 -0.163 0.091 0.035 0.08
H -3.657 -0.268 -1.410 0.255 -0.031 -0.198 0.08
H -4.260 -1.764 -0.625 0.146 -0.269 -0.178 0.07
H -1.682 3.469 -1.358 -0.199 0.351 0.129 0.13
H -0.164 2.945 -2.007 0.421 -0.182 -0.002 0.13
H -0.973 5.807 -2.656 -0.053 0.104 -0.252 0.14
H -2.561 7.706 -2.570 -0.055 0.113 -0.118 0.12
H -3.364 8.553 -0.384 -0.083 0.113 -0.052 0.12
H -2.503 7.542 1.715 -0.044 0.090 0.170 0.12
H -0.969 5.719 1.716 -0.836 0.216 -0.932 0.05
H -2.523 3.568 1.457 -0.041 0.012 0.265 0.00
H -2.160 1.601 2.403 -0.014 0.015 0.133 0.00
H 1.730 -0.390 1.449 0.100 0.120 0.182 0.15
H 0.715 -1.733 1.001 -0.223 -0.075 -0.121 0.11
H 1.568 -1.984 -1.802 -0.145 0.064 -0.037 0.08
H 3.233 -2.504 -1.603 0.184 0.086 -0.040 0.10
H 1.963 -3.373 -0.772 -0.207 -0.148 0.075 0.07
H 5.992 1.777 0.401 0.272 -0.059 0.292 0.15
Pt 0.781 4.939 1.111 1.701 -1.457 2.829 0.92